(1)
C20H32NO4 | ωB97M-V/def2-TZVPD

Results
* LUMO level: -0.0757 Eh
* total charge: +1
* SMILES: CC[NH+](CC)CCOC(=O)C1(c2ccc(OC)c(OC)c2)CCCC1
* spin multiplicity: 1
* HOMO: -10.2296 eV
* relative energy (zero: lowest compared OMol25 entry of this formula, charge and spin): 21.6 kcal per mole

The geometry in XYZ format:
```
57
Properties=species:S:1:pos:R:3:forces:R:3
C 4.429 1.039 0.073 -0.03 -0.13 0.01
C 4.712 -0.445 0.238 0.47 0.46 -0.10
N 3.463 -1.236 0.357 -0.34 0.21 -0.42
C 3.648 -2.646 -0.069 0.02 -0.57 -0.33
C 3.613 -2.774 -1.583 0.02 0.06 0.13
C 2.851 -1.128 1.704 -0.53 0.18 0.42
C 1.326 -1.258 1.653 0.23 -0.26 -0.04
O 0.651 -0.048 1.315 -0.03 0.19 0.15
C 0.667 0.395 0.059 0.07 0.10 -0.01
O 1.435 -0.050 -0.779 -0.09 -0.06 -0.12
C -0.335 1.491 -0.168 -0.22 -0.10 -0.10
C -1.710 0.862 -0.016 -0.14 -0.18 0.05
C -2.814 1.587 0.396 0.15 -0.06 -0.03
C -4.053 0.976 0.486 -0.14 -0.08 -0.02
C -4.242 -0.365 0.178 -0.02 -0.06 -0.05
O -5.443 -1.001 0.291 0.43 -0.13 -0.09
C -6.574 -0.261 0.691 -0.21 0.12 0.08
C -3.130 -1.106 -0.273 0.09 0.03 -0.04
O -3.094 -2.419 -0.625 0.19 0.33 0.19
C -4.281 -3.164 -0.814 -0.36 -0.40 -0.10
C -1.898 -0.469 -0.364 -0.32 0.08 0.06
C -0.178 2.131 -1.568 0.23 0.04 -0.12
C 0.495 3.481 -1.327 -0.16 0.02 0.00
C -0.082 3.917 0.016 0.20 -0.02 -0.01
C -0.045 2.634 0.843 -0.06 0.17 0.03
H 3.790 1.211 -0.791 -0.04 0.06 -0.07
H 3.955 1.471 0.951 -0.06 0.06 0.07
H 5.364 1.567 -0.089 0.08 0.03 0.01
H 5.251 -0.800 -0.641 -0.06 -0.11 0.10
H 5.331 -0.633 1.119 -0.08 -0.13 -0.06
H 2.729 -0.798 -0.298 0.44 -0.29 0.48
H 2.841 -3.244 0.357 0.05 0.11 0.08
H 4.594 -3.013 0.336 -0.09 0.10 0.11
H 4.443 -2.259 -2.059 0.08 0.04 -0.06
H 2.683 -2.373 -1.980 -0.09 0.01 -0.06
H 3.674 -3.823 -1.857 0.02 -0.07 -0.01
H 3.097 -0.155 2.134 0.05 -0.10 -0.05
H 3.267 -1.903 2.350 0.04 0.03 -0.11
H 0.946 -1.502 2.646 0.12 -0.02 -0.15
H 1.020 -2.044 0.953 -0.01 0.04 0.10
H -2.735 2.632 0.643 0.03 0.16 0.07
H -4.890 1.571 0.813 -0.12 0.01 0.04
H -6.792 0.551 -0.009 0.02 -0.02 0.03
H -7.399 -0.971 0.685 0.02 0.10 0.02
H -6.454 0.144 1.700 0.00 0.00 -0.04
H -4.817 -3.315 0.124 0.05 0.00 -0.11
H -3.950 -4.126 -1.205 -0.05 0.06 0.01
H -4.944 -2.687 -1.538 0.04 -0.03 0.04
H -1.084 -1.069 -0.744 0.11 -0.15 -0.06
H 0.393 1.487 -2.234 -0.10 -0.01 -0.06
H -1.166 2.278 -2.000 -0.01 -0.03 0.02
H 0.286 4.190 -2.125 0.09 0.04 -0.07
H 1.577 3.361 -1.248 0.09 0.02 -0.01
H 0.487 4.720 0.481 -0.06 0.08 0.04
H -1.109 4.254 -0.119 -0.08 0.06 0.01
H -0.752 2.628 1.668 0.05 -0.05 0.08
H 0.955 2.508 1.265 0.02 0.03 0.05
```
Positions in Å, forces in eV/Å.


(2)
C16H18N4O2S2 | ωB97M-V/def2-TZVPD

Results
* LUMO level: 0.0072 Eh
* SMILES: Cc1cccc(NC(=O)CSc2nnc(NC(=O)C3CCC3)s2)c1
* spin multiplicity: 1
* HOMO: -8.4490 eV
* relative energy (zero: lowest compared OMol25 entry of this formula, charge and spin): 17.8 kcal per mole

The geometry in XYZ format:
```
42
Properties=species:S:1:pos:R:3:forces:R:3
C 2.251 -0.747 4.281 0.00 -0.03 0.02
C 1.402 -1.752 3.562 -0.05 -0.05 -0.09
C 0.483 -2.524 4.266 -0.02 -0.01 0.02
C -0.298 -3.455 3.607 0.10 0.11 0.07
C -0.181 -3.643 2.241 -0.10 -0.13 -0.15
C 0.735 -2.879 1.530 -0.16 -0.15 0.21
N 0.918 -3.002 0.146 0.42 0.31 0.21
C 0.263 -3.797 -0.728 0.17 0.06 -0.49
O -0.562 -4.636 -0.460 -0.18 -0.20 0.11
C 0.700 -3.618 -2.187 -0.13 0.25 -0.09
S 1.384 -1.995 -2.624 0.50 -0.35 -0.22
C 0.001 -1.013 -2.283 -0.07 0.66 -0.11
N -1.118 -1.451 -1.831 1.11 -1.15 -0.27
N -2.024 -0.510 -1.644 -1.50 1.20 0.35
C -1.630 0.684 -1.942 1.21 -0.28 -0.34
N -2.469 1.745 -1.814 -0.82 0.16 0.21
C -2.329 3.112 -1.995 0.18 -0.22 -0.13
O -3.301 3.808 -1.831 -0.11 0.21 0.06
C -0.961 3.625 -2.349 -0.21 0.03 -0.23
C 0.020 3.648 -1.152 0.23 -0.18 0.26
C 0.005 5.183 -1.175 0.14 0.24 0.13
C -0.883 5.159 -2.428 -0.18 0.20 -0.18
S 0.037 0.733 -2.530 -0.61 -0.75 0.30
C 1.519 -1.938 2.195 -0.05 -0.04 0.07
H 2.934 -1.253 4.963 0.08 0.04 0.05
H 1.630 -0.077 4.871 0.02 0.08 0.04
H 2.838 -0.156 3.582 0.06 0.07 0.00
H 0.382 -2.388 5.332 -0.02 0.02 0.13
H -1.010 -4.047 4.162 -0.07 -0.06 0.04
H -0.790 -4.366 1.728 -0.01 -0.02 -0.03
H 1.606 -2.367 -0.243 -0.23 -0.16 -0.04
H -0.158 -3.819 -2.828 0.04 -0.06 0.16
H 1.492 -4.334 -2.415 -0.02 0.04 -0.01
H -3.403 1.469 -1.521 0.15 0.09 -0.05
H -0.590 3.102 -3.233 -0.06 0.03 -0.02
H 0.990 3.211 -1.380 0.00 -0.02 0.04
H -0.366 3.195 -0.240 0.04 -0.09 0.03
H -0.475 5.628 -0.308 0.01 0.04 0.03
H 0.981 5.643 -1.314 0.02 0.04 0.06
H -0.400 5.527 -3.329 0.01 -0.01 -0.05
H -1.851 5.640 -2.314 0.01 -0.01 -0.06
H 2.229 -1.346 1.633 0.08 0.07 -0.06
```
Positions in Å, forces in eV/Å.


(3)
C3H4FIO | ωB97M-V/def2-TZVPD

Results
* LUMO level: -0.0025 Eh
* spin multiplicity: 1
* HOMO: -8.5959 eV
* relative energy (zero: lowest compared OMol25 entry of this formula, charge and spin): 54.2 kcal per mole

The geometry in XYZ format:
```
10
Properties=species:S:1:pos:R:3:forces:R:3
C 0.819 1.738 -0.177 2.10 0.11 -1.11
C -1.421 -1.414 -0.005 1.32 0.41 0.66
C 1.602 0.712 0.195 -1.26 0.47 0.28
O 0.797 2.753 -0.770 -0.85 0.15 0.47
F 1.073 -0.374 0.841 0.93 0.30 -0.13
I -1.682 0.751 -0.346 -0.74 -1.17 0.21
H -0.857 -1.400 0.980 -1.21 -0.38 -1.25
H -0.682 -1.642 -0.785 -0.46 -0.16 0.30
H -2.314 -2.072 -0.069 0.47 1.00 0.15
H 2.666 0.948 0.135 -0.29 -0.73 0.44
```
Positions in Å, forces in eV/Å.


(4)
C3H8F8N2O5PRbS2 | ωB97M-V/def2-TZVPD

Results
* LUMO level (spin up / spin down): 0.0614 / 0.0580 Eh
* total charge: -1
* spin multiplicity: 2
* HOMO (spin up / spin down): -2.9930 / -6.4822 eV

The geometry in XYZ format:
```
30
Properties=species:S:1:pos:R:3:forces:R:3
Rb 19.138 15.555 -21.082 -0.65 0.07 0.08
C 20.341 12.376 -17.697 -0.33 -0.16 -0.21
C 18.986 13.003 -17.864 1.74 -1.77 3.77
O 18.639 13.737 -18.752 -1.37 2.10 -2.64
N 17.842 12.537 -16.827 -0.02 2.08 -0.79
H 17.039 12.275 -17.379 -0.27 -0.48 -0.62
H 18.093 11.758 -16.235 0.21 -0.10 0.12
C 17.293 13.698 -15.975 0.22 -1.23 0.17
H 21.138 13.060 -17.991 -0.19 0.50 0.05
H 20.454 11.574 -18.427 0.19 -0.68 -0.05
H 20.629 12.035 -16.703 -0.35 -0.20 0.07
H 16.311 13.377 -15.627 0.03 -0.04 0.34
H 17.118 14.620 -16.528 0.66 -0.32 -0.34
H 18.005 13.776 -15.153 -0.26 0.50 -0.06
P 17.338 18.655 -21.024 -1.55 0.68 0.38
F 18.001 20.094 -20.818 0.26 1.08 -0.73
F 18.330 18.392 -22.325 -0.33 -0.69 0.92
F 18.452 18.146 -19.991 0.85 -1.50 0.34
F 16.664 17.150 -21.078 1.24 0.43 -0.29
F 16.335 19.011 -19.804 0.06 -0.37 0.83
F 16.213 19.195 -21.981 -0.23 0.35 -1.28
N 14.509 15.021 -22.100 1.85 -2.45 3.07
S 15.419 13.791 -21.349 -3.58 -0.71 4.98
O 16.801 14.026 -21.015 -0.60 -0.02 -1.30
O 14.923 12.427 -21.400 1.30 0.91 -2.00
F 14.678 14.055 -19.917 0.58 1.09 0.07
S 15.141 14.883 -23.478 -0.60 0.49 -5.88
O 14.714 13.649 -24.158 1.52 1.67 0.72
O 16.470 15.424 -23.644 -0.29 -1.12 0.08
F 14.272 15.998 -24.220 -0.11 -0.13 0.23
```
Positions in Å, forces in eV/Å.


The highest spin multiplicity belongs to which entry? C3H8F8N2O5PRbS2


What is the formula in the first record? C20H32NO4